[1]
Here is C48H50N10O2S3Sc as an isolated structure in a non-equilibrium geometry from the Open Molecules 2025 dataset. Energies are from the ωB97M-V functional and the def2-TZVPD basis.

As for the energy above the lowest of the compared OMol25 structures with the same formula, charge and spin: 351.52 kJ/mol. For the HOMO-LUMO gap (spin up / spin down), the calculation gives 4.99 / 3.83 eV. As for the total energy: -4511.31187 hartree. Its net charge is +3. The calculation puts the HOMO energy (spin up / spin down) at -11.4 / -10.3 eV. For the LUMO energy (spin up / spin down), the calculation gives -6.44 / -6.43 eV.

Each line ends with the Mulliken charge.
Atoms and positions in Å:
1 Sc 15.503 11.077 16.047  0.310
2 N 16.549 8.709 15.593  -0.392
3 C 17.930 9.103 15.211  0.799
4 C 18.867 7.838 15.180  -1.108
5 C 20.405 8.019 15.300  -0.427
6 C 21.170 8.503 14.061  -1.109
7 N 21.362 9.923 14.100  -0.014
8 C 22.276 10.534 14.815  0.829
9 N 22.433 11.887 14.719  -0.374
10 N 23.038 9.818 15.674  -0.345
11 C 18.281 10.301 16.102  0.507
12 O 19.296 10.413 16.786  -0.637
13 O 17.376 11.302 16.057  -0.535
14 H 16.588 8.089 16.431  0.284
15 H 16.224 8.116 14.833  0.315
16 H 17.903 9.530 14.167  -0.226
17 H 18.597 7.260 14.281  0.404
18 H 18.564 7.194 16.044  0.449
19 H 20.839 7.041 15.634  0.376
20 H 20.536 8.763 16.104  0.414
21 H 20.823 8.166 13.090  0.473
22 H 22.175 8.077 14.170  0.336
23 H 20.647 10.510 13.668  0.120
24 H 21.925 12.405 14.031  0.151
25 H 23.176 12.320 15.240  0.220
26 H 23.185 8.827 15.561  0.191
27 H 23.719 10.294 16.275  0.224
28 N 13.240 14.843 15.776  -0.381
29 S 12.342 15.330 14.541  0.901
30 N 13.092 15.334 13.141  -0.017
31 S 13.122 14.267 11.939  0.944
32 N 13.490 12.741 12.043  0.062
33 S 14.832 11.952 12.730  0.745
34 N 14.896 11.668 14.221  0.130
35 C 14.527 10.380 11.856  0.254
36 C 15.588 9.553 11.440  -0.041
37 C 15.303 8.337 10.831  -0.829
38 C 13.984 7.912 10.630  -0.747
39 C 12.937 8.721 11.107  -0.751
40 C 13.209 9.908 11.807  -0.573
41 C 16.316 12.684 11.953  0.950
42 C 16.593 12.309 10.638  -0.499
43 C 17.907 12.392 10.217  -1.305
44 C 18.843 13.116 10.932  -0.698
45 C 18.501 13.633 12.218  -0.872
46 C 17.241 13.360 12.717  -0.542
47 C 14.028 15.092 10.593  0.673
48 C 14.549 16.354 10.769  -0.207
49 C 15.041 16.993 9.624  -0.567
50 C 14.973 16.418 8.354  -0.693
51 C 14.566 15.117 8.261  -0.822
52 C 14.015 14.457 9.381  -0.665
53 C 11.453 14.274 11.314  0.867
54 C 10.739 13.095 11.124  -0.375
55 C 9.464 13.139 10.583  -0.688
56 C 8.889 14.358 10.236  -0.654
57 C 9.677 15.511 10.344  -0.857
58 C 10.935 15.478 10.910  -0.864
59 C 12.205 17.042 15.077  -0.291
60 C 12.578 17.525 16.324  -0.362
61 C 12.586 18.888 16.524  -0.869
62 C 12.236 19.770 15.484  -0.488
63 C 11.717 19.254 14.260  -0.893
64 C 11.668 17.871 14.139  -0.178
65 C 10.684 14.637 14.985  0.809
66 C 10.577 13.310 15.312  -0.445
67 C 9.389 12.769 15.762  -0.796
68 C 8.246 13.569 15.802  -0.584
69 C 8.445 14.954 15.736  -0.762
70 C 9.611 15.486 15.185  -0.243
71 H 16.619 9.831 11.616  0.503
72 H 16.168 7.731 10.559  0.456
73 H 13.715 7.028 10.071  0.457
74 H 11.881 8.410 10.956  0.420
75 H 12.417 10.483 12.278  0.427
76 H 15.806 11.870 10.048  0.880
77 H 18.162 12.010 9.248  0.586
78 H 19.845 13.265 10.523  0.469
79 H 19.230 14.233 12.788  0.535
80 H 16.945 13.663 13.736  0.489
81 H 14.505 16.858 11.738  0.447
82 H 15.405 18.014 9.797  0.431
83 H 15.203 17.036 7.492  0.453
84 H 14.561 14.581 7.332  0.508
85 H 13.594 13.475 9.249  0.551
86 H 11.111 12.149 11.451  0.385
87 H 8.922 12.219 10.383  0.472
88 H 7.848 14.354 9.877  0.438
89 H 9.258 16.434 9.968  0.467
90 H 11.471 16.428 10.955  0.496
91 H 12.832 16.881 17.129  0.502
92 H 12.910 19.309 17.448  0.466
93 H 12.385 20.854 15.590  0.405
94 H 11.362 19.874 13.433  0.443
95 H 11.230 17.418 13.273  0.494
96 H 11.392 12.642 15.163  0.529
97 H 9.363 11.714 16.080  0.380
98 H 7.235 13.118 15.922  0.416
99 H 7.617 15.645 16.004  0.367
100 H 9.586 16.536 14.857  0.383
101 N 14.635 13.131 16.817  -0.323
102 C 13.822 13.904 16.229  0.451
103 H 14.568 13.336 17.835  0.163
104 C 15.335 11.116 20.967  -0.251
105 C 14.138 10.779 20.291  -0.579
106 C 14.166 10.608 18.910  -0.209
107 N 15.290 10.766 18.198  0.221
108 C 16.480 10.909 18.831  -0.215
109 C 16.540 11.129 20.215  -0.863
110 H 15.288 11.388 22.029  0.431
111 H 13.201 10.576 20.826  0.409
112 H 13.252 10.334 18.360  0.432
113 H 17.332 11.008 18.181  0.629
114 H 17.524 11.254 20.717  0.439



[2]
Here is C48H51CoN9O2Se as an isolated structure in a non-equilibrium geometry from the Open Molecules 2025 dataset. Energies are from the ωB97M-V functional and the def2-TZVPD basis.

For the HOMO-LUMO gap (spin up / spin down), the calculation gives 6.84 / 6.94 eV. As for the total energy: -6287.29002 hartree. Its net charge is 0. The calculation puts the HOMO energy (spin up / spin down) at -7.9 / -8.0 eV. For the LUMO energy (spin up / spin down), the calculation gives -1.01 / -1.01 eV. As for the multiplicity: 4.

Each line ends with the Mulliken charge.
Atoms and positions in Å:
1 Co -0.216 0.071 0.262  1.067
2 C 0.703 4.986 -1.604  -1.671
3 C 1.160 3.811 -2.460  0.201
4 C 2.133 2.929 -1.659  -0.970
5 C 0.021 3.021 -3.094  0.578
6 C 0.000 3.058 -4.475  -0.598
7 C -1.117 2.651 -5.180  -1.735
8 C -2.221 2.180 -4.528  0.074
9 C -2.217 2.123 -3.119  1.750
10 C -3.483 1.679 -2.396  0.634
11 C -3.992 0.300 -2.812  -1.089
12 C -4.633 2.676 -2.645  -1.932
13 C -1.040 2.445 -2.397  -1.916
14 N -0.921 2.106 -1.032  1.950
15 C -1.679 2.887 -0.260  -0.675
16 O -2.264 3.919 -0.594  -0.703
17 C -1.900 2.392 1.182  0.027
18 C -2.634 3.079 2.114  -0.676
19 C -2.759 2.582 3.399  -0.768
20 C -2.082 1.460 3.750  -1.172
21 C -1.382 0.753 2.767  0.245
22 N -1.328 1.206 1.543  0.423
23 C -0.578 -0.526 3.099  0.177
24 O -0.302 -0.764 4.267  -0.773
25 N -0.348 -1.233 1.993  2.156
26 C -0.027 -2.580 2.407  -1.993
27 C -1.036 -3.403 2.965  1.402
28 C -0.707 -4.719 3.355  -0.423
29 C 0.536 -5.244 3.124  -1.723
30 C 1.487 -4.411 2.540  -0.446
31 C 1.235 -3.093 2.141  0.927
32 C 2.355 -2.308 1.529  2.559
33 C 3.172 -1.702 2.699  -1.631
34 C 3.230 -3.019 0.501  -1.775
35 C -2.470 -2.938 3.195  0.873
36 C -2.809 -2.658 4.677  -1.651
37 C -3.527 -3.947 2.684  -1.433
38 H 1.535 5.715 -1.373  0.410
39 H 0.278 4.747 -0.637  0.206
40 H -0.078 5.607 -2.115  0.405
41 H 1.664 4.238 -3.306  0.815
42 H 1.508 2.434 -0.878  -0.316
43 H 2.872 3.508 -1.170  0.471
44 H 2.600 2.239 -2.356  0.319
45 H 0.838 3.443 -5.025  0.482
46 H -1.081 2.708 -6.248  0.380
47 H -3.118 1.805 -5.026  0.501
48 H -3.292 1.653 -1.337  -0.298
49 H -4.129 0.249 -3.922  0.213
50 H -4.962 0.098 -2.352  0.518
51 H -3.323 -0.530 -2.501  0.064
52 H -4.851 2.786 -3.677  0.391
53 H -4.397 3.641 -2.269  0.420
54 H -5.535 2.364 -2.126  0.486
55 H -3.120 4.041 1.849  0.481
56 H -3.351 3.073 4.144  0.488
57 H -2.104 1.063 4.741  0.657
58 H -1.485 -5.341 3.809  0.296
59 H 0.769 -6.300 3.418  0.292
60 H 2.480 -4.830 2.392  0.337
61 H 1.922 -1.487 1.004  -1.887
62 H 3.548 -2.555 3.248  0.513
63 H 2.438 -1.169 3.288  0.341
64 H 3.954 -1.009 2.339  0.315
65 H 3.790 -3.804 0.989  0.561
66 H 3.939 -2.345 0.050  0.300
67 H 2.655 -3.528 -0.306  0.271
68 H -2.628 -2.020 2.597  0.012
69 H -2.582 -3.560 5.248  0.312
70 H -3.878 -2.472 4.736  0.466
71 H -2.224 -1.843 5.126  0.310
72 H -3.574 -4.879 3.307  0.344
73 H -3.337 -4.269 1.646  0.229
74 H -4.536 -3.534 2.735  0.460
75 Se 7.625 1.223 0.817  0.234
76 N 6.311 1.716 1.822  -0.869
77 C 5.209 1.353 1.218  0.175
78 C 3.883 1.713 1.695  1.554
79 C 3.660 2.581 2.785  -1.128
80 C 2.372 2.884 3.143  -1.453
81 C 1.309 2.346 2.400  -0.285
82 N 1.520 1.529 1.371  1.274
83 C 2.794 1.259 0.984  -1.141
84 C 2.954 0.384 -0.230  0.358
85 N 1.849 -0.100 -0.802  1.900
86 C 2.019 -0.889 -1.874  -0.350
87 C 3.239 -1.060 -2.514  -1.254
88 C 4.359 -0.456 -1.952  -1.160
89 C 4.204 0.233 -0.801  0.337
90 C 5.370 0.695 -0.038  0.933
91 N 6.594 0.502 -0.461  -0.898
92 H 4.540 3.034 3.239  0.532
93 H 2.159 3.471 4.032  0.497
94 H 0.308 2.590 2.705  0.197
95 H 1.138 -1.391 -2.273  -0.231
96 H 3.279 -1.640 -3.392  0.604
97 H 5.323 -0.537 -2.379  0.615
98 C -1.172 -1.296 -4.876  -1.449
99 C -1.214 -1.601 -3.419  0.622
100 C -1.531 -2.744 -2.706  -1.400
101 C -1.346 -2.424 -1.340  0.370
102 N -0.876 -1.175 -1.244  0.409
103 N -0.837 -0.671 -2.513  1.035
104 C -1.606 -3.373 -0.179  -0.773
105 H -0.718 -2.083 -5.471  0.414
106 H -0.576 -0.376 -4.989  0.278
107 H -2.171 -1.109 -5.268  0.218
108 H -1.942 -3.717 -3.004  0.457
109 H -0.661 0.296 -2.736  -0.780
110 H -2.376 -4.082 -0.510  0.618
111 H -1.877 -2.880 0.720  -0.460
112 H -0.680 -3.913 0.055  0.142